Molecular formula: C43H35IN4O7P2SSn
Method: DFT, wB97M-V/def2-TZVPD

Geometry (Å):
Sn: -0.282 0.820 0.805
O: -1.567 -3.257 0.937
C: -1.060 -2.033 1.059
O: -1.131 -1.217 0.138
C: -0.233 -1.880 2.251
C: 0.024 -2.747 3.297
C: 0.887 -2.333 4.292
C: 1.633 -1.158 4.168
C: 1.243 -0.345 3.160
N: 0.363 -0.728 2.236
C: 1.841 1.010 2.825
O: 2.858 1.314 3.406
O: 1.215 1.705 1.909
H: -1.902 -3.362 -0.024
H: -0.423 -3.736 3.345
H: 0.922 -2.949 5.188
H: 2.392 -0.907 4.861
C: 1.101 0.182 -2.592
C: 1.719 -1.291 -2.556
P: 1.141 -2.466 -1.196
C: -0.364 -3.138 -2.010
C: -1.325 -2.299 -2.556
C: -2.435 -2.757 -3.289
C: -2.658 -4.151 -3.324
C: -1.731 -4.997 -2.752
C: -0.532 -4.486 -2.200
C: 2.259 -3.959 -1.282
C: 2.321 -4.743 -0.153
C: 3.131 -5.903 -0.084
C: 3.637 -6.375 -1.265
C: 3.481 -5.625 -2.442
C: 2.853 -4.416 -2.474
P: 1.354 1.274 -1.212
C: 0.840 2.978 -1.612
C: 0.268 3.321 -2.832
C: -0.139 4.646 -2.998
C: 0.117 5.614 -2.047
C: 0.651 5.269 -0.797
C: 1.043 3.944 -0.572
C: 3.081 1.404 -0.783
C: 3.864 2.532 -1.124
C: 5.171 2.508 -0.701
C: 5.742 1.445 -0.001
C: 4.927 0.329 0.321
C: 3.644 0.301 -0.137
H: 0.021 0.076 -2.875
H: 1.617 0.623 -3.443
H: 2.788 -1.131 -2.351
H: 1.560 -1.725 -3.566
H: -1.301 -1.229 -2.401
H: -3.102 -2.102 -3.862
H: -3.537 -4.558 -3.843
H: -1.812 -6.117 -2.880
H: 0.210 -5.148 -1.859
H: 1.851 -4.460 0.782
H: 3.313 -6.335 0.862
H: 4.272 -7.259 -1.360
H: 3.887 -6.128 -3.292
H: 2.741 -3.868 -3.427
H: 0.214 2.590 -3.629
H: -0.681 4.857 -3.976
H: -0.355 6.526 -2.150
H: 0.761 5.940 -0.016
H: 1.466 3.713 0.406
H: 3.515 3.360 -1.725
H: 5.787 3.327 -1.039
H: 6.793 1.528 0.261
H: 5.347 -0.513 0.860
H: 2.969 -0.524 0.143
I: -5.764 1.111 -2.071
C: -4.047 1.702 -1.264
C: -3.844 2.947 -0.766
N: -2.578 2.888 -0.375
N: -1.967 1.717 -0.622
C: -2.897 0.942 -1.236
H: -4.555 3.698 -0.630
H: -1.946 3.567 0.015
H: -2.719 -0.031 -1.646
O: -3.044 -0.159 1.969
C: -2.774 0.953 2.421
N: -1.497 1.480 2.387
S: -1.354 3.058 2.942
O: -0.959 3.847 1.827
O: -0.488 3.125 4.098
C: -3.051 3.141 3.457
C: -3.864 4.099 4.031
C: -5.194 3.842 4.331
C: -5.783 2.667 3.890
C: -4.984 1.758 3.275
C: -3.621 1.918 3.130
H: -3.409 5.085 4.245
H: -5.717 4.627 4.848
H: -6.791 2.377 4.147
H: -5.420 0.862 2.791

Output
Largest force on an atom: 3.38 eV/A
Net charge: +2
LUMO energy: -6.4 eV
Highest occupied orbital energy: -13.3 eV
Total energy: -3997.698340 Eh
Frontier orbital gap: 0.2561 hartree

Löwdin population analysis, charges in e, atoms 1 to 8: atom 1 (Sn): 1.314, atom 2 (O): 0.182, atom 3 (C): -0.466, atom 4 (O): -0.077, atom 5 (C): -0.188, atom 6 (C): 0.066, atom 7 (C): 0.037, atom 8 (C): 0.087